Molecular formula: C5H6S
Method: DFT, ωB97M-V/def2-TZVPD

The largest force on an atom comes out at 0.0930 hartree/bohr. The HOMO energy (alpha / beta) comes out at -6.6 / -6.6 eV. The total charge is 0. The calculation puts the calculated total energy at -16111.448 eV. As for the LUMO energy (alpha / beta): -0.0289 / -0.0289 Ha. For the energy above the lowest of the compared OMol25 structures with the same formula, charge and spin, the calculation gives 491.19 kJ/mol. The gap between HOMO and LUMO (alpha / beta) is 5.809 / 5.810 eV.

```
12
Properties=species:S:1:pos:R:3:forces:R:3:mulliken_charge:R:1
S -1.36487 1.35275 -2.15840 0.5283 -0.5340 -0.3736 -0.4042
C -0.24276 0.66913 0.46722 -1.4530 0.5223 2.9089 -0.6953
C 0.92842 -0.06956 0.28408 0.4559 -2.7322 -1.7854 0.3425
C -1.55680 0.57701 -0.62947 0.6221 0.3279 0.2644 -0.6479
C 1.92619 -0.36023 -0.67279 -2.6999 -1.4859 3.6566 -0.2514
C 1.66867 -1.28821 0.28790 -0.0394 3.9968 -1.2236 -0.3877
H -0.73141 0.61996 1.50308 0.8379 -0.6823 -1.3256 0.3312
H 2.45882 -0.11675 -1.48849 1.7380 0.9904 -2.5824 0.4307
H 2.16689 -2.04695 0.77399 0.2495 -1.9823 0.9254 0.3758
H -1.87204 -0.43867 -0.48009 0.1582 -0.9495 -0.6919 0.3228
H 0.10009 1.65974 0.44525 -0.0332 1.8295 -0.6778 0.3609
H -2.28083 1.11810 -0.06953 -0.3644 0.6994 0.9049 0.2225
```
Positions in Å, forces in eV/Å.